Record 1
Computed, not measured: a single C6H10O molecule, with wB97M-V/def2-TZVPD.

SMILES: O[C@@H]1C=CCCC1
Calculated total energy (eV): -8431.012
Charge: 0
HOMO (Eh): -0.3469

Element x y z (Å)
H -1.3683 0.7498 -1.5359
H -1.4390 -0.3457 1.3155
H -2.2567 1.4203 -0.1762
C -1.3471 0.8705 -0.4421
C -0.0374 -1.2881 -0.0455
H 0.1677 -1.9680 0.7893
H -0.2144 2.7064 0.1867
C 1.0516 1.0241 0.1055
C -0.1209 1.6424 -0.0263
O 2.3635 -0.9952 0.4041
H -2.1936 -1.1028 -0.0816
H 2.1931 -0.9393 1.3540
H 1.5134 -0.4680 -1.3154
C -1.3309 -0.5056 0.2359
H -0.1706 -1.9297 -0.9231
C 1.2389 -0.4285 -0.2535
H 1.9510 1.5572 0.4088

Atomic partial charges in e from the Mulliken method, atoms 1 to 2:
1 H 0.27
2 H 0.31



Record 2
Computed, not measured: 2 unconnected molecules or ions with the total composition C13H19P at a distorted geometry, with wB97M-V/def2-TZVPD.

Calculated total energy (eV): -23073.018
Charge: 0
HOMO (alpha / beta) (Eh): -0.2980 / -0.2981

Element x y z (Å)
H -1.5291 -1.3849 0.4962
H -2.0579 -0.8926 2.0821
H -0.2326 2.5121 -0.8947
C -1.3148 -1.4741 1.5294
H -0.1899 -0.6993 3.9558
P 0.6912 0.8185 1.2364
C -0.8800 2.7651 -0.1135
H -0.7625 3.8249 0.1582
H -1.9492 2.7428 -0.3756
H -1.4818 0.9350 2.8591
C 1.8730 0.1875 -3.5210
C 0.4884 -1.1608 3.2030
H 2.8431 1.0147 -1.8161
H -2.5483 2.2677 2.3118
C -0.3845 -0.5043 -3.3317
H 1.9775 -1.2144 0.7561
H 0.6738 -0.4664 -5.2018
H 0.8189 -1.7300 -0.1969
H -1.2532 -1.1305 -3.7146
H 1.5297 -0.7149 3.3964
C -0.8789 1.8634 1.0639
H 2.7620 0.1409 -4.0474
C 0.7352 -0.3199 -4.0955
C 0.7385 0.5776 -1.4035
C 0.1717 -1.0085 1.7946
H 0.6463 -2.2698 3.5338
C 1.1117 -1.8160 0.9185
C -1.6660 1.7040 2.1308
H -1.3287 -2.4962 1.8850
C 1.9514 0.6170 -2.1487
H 1.2527 -2.9104 1.0818
C -0.3867 0.1000 -1.9996
H -1.4207 0.1219 -1.5323

Atomic partial charges in e from the Mulliken method, atoms 1 to 2:
1 H 0.25
2 H 0.33



Record 3
Computed, not measured: a gas-phase ion, C3H10NS (charge +1) at a distorted geometry, with wB97M-V/def2-TZVPD.

SMILES: [NH3+]CCCS
Calculated total energy (eV): -15591.632
Charge: +1
HOMO (Eh): -0.4988

Element x y z (Å)
C -1.1253 -0.7461 0.5978
N 1.1770 0.2593 -0.9759
H 1.8863 -0.4783 -1.0205
H 1.5325 0.2587 1.1920
S -1.8362 -1.0692 -1.1258
H -1.0311 1.4169 0.1760
H -0.6517 0.9685 1.7741
C -0.5454 0.6140 0.7400
C 0.9476 0.7889 0.4387
H 1.2972 1.8131 0.5154
H -0.4755 -1.5803 0.8634
H 1.5620 0.9885 -1.5937
H 0.3022 -0.1590 -1.3399
H -1.0440 -2.1167 -1.4519
H -1.9956 -0.9584 1.2103

Atomic partial charges in e from the Mulliken method, atoms 1 to 2:
1 C -0.78
2 N -0.16



Record 4
Computed, not measured: a molecular structure, C4H5Br3N2O3 at a distorted geometry, with wB97M-V/def2-TZVPD.

Calculated total energy (eV): -223471.815
Charge: 0
HOMO (alpha / beta) (Eh): -0.3106 / -0.3107

Element x y z (Å)
Br -0.1590 2.0027 1.6886
C 0.3916 0.2366 1.4420
N -1.4810 -2.0356 1.2538
C -1.4741 -1.0204 1.8937
C 0.8908 1.3844 -1.6136
Br 1.4680 -0.2582 2.8517
H 0.7008 1.3966 -2.7564
H 0.2779 -1.3836 -1.7712
Br -2.5844 -0.0462 2.8917
H 0.7518 2.3664 -1.2827
O -1.3389 -3.0035 0.5742
N 0.6200 -0.1534 0.2114
O 1.2653 -1.2311 0.0271
O -0.3570 -0.6790 -1.8300
H 2.0176 1.2702 -1.7176
C -0.0157 0.3370 -1.0197
H -0.9739 0.8172 -0.8430

Atomic partial charges in e from the Mulliken method, atoms 1 to 2:
1 Br 0.00
2 C -0.32



Record 5
Computed, not measured: a molecular structure, C29H44BrCdN3P2S at a distorted geometry, with wB97M-V/def2-TZVPD.

Calculated total energy (eV): -139258.236
Charge: +2
HOMO (Eh): -0.4596

Element x y z (Å)
C 7.3158 -3.1971 -0.0428
H -0.3231 2.9649 -0.4158
H -0.6650 5.4847 -0.0159
H 1.1185 1.7737 2.6348
C -1.4259 4.7655 -0.3653
P -1.8582 0.5148 -2.2188
C -3.4554 -2.9735 1.2149
P -0.6149 3.2065 1.8929
C 1.0276 2.4882 1.8129
H -2.4246 5.1371 -0.0806
H 0.9088 0.1234 -3.0999
C -1.7623 2.0040 2.6852
C -1.9029 -0.8438 -3.4534
C 4.2914 -1.2373 0.2330
S -3.1381 -1.7709 0.1044
H 10.1116 -0.5845 0.0768
C -5.7855 -3.4922 0.5165
H -0.1377 -2.5310 0.6031
C -4.5498 -4.5905 2.3854
H 1.5358 0.0180 3.6689
C 0.6770 -1.9139 1.0407
Cd 0.0491 0.3075 -0.3629
H -2.6483 1.8717 2.0449
H 3.1548 2.8716 2.1134
C 2.8176 -0.4043 1.9820
H -2.0751 2.7386 0.0426
H 2.1103 4.2029 2.7178
H -1.3826 4.7263 -1.4754
N -2.6602 -3.4397 2.2396
C 8.6908 -3.5062 -0.0691
H -3.0600 1.9106 4.4480
H -3.9281 1.4352 -1.3875
C 1.8380 -1.7762 0.2128
H -2.5775 3.5770 3.9740
C -1.1619 3.3475 0.1818
H -1.7829 0.4117 -5.2703
H -5.3712 -5.2277 2.6501
N 9.6541 -2.5794 -0.0277
N -4.6109 -3.7008 1.3337
H 1.9583 -2.3566 -0.7172
H 9.0409 -4.5394 -0.1270
C 6.9041 -1.8353 0.0241
H -4.2377 0.3442 -2.7139
C 1.6702 -0.6075 2.7698
H -0.8946 -1.2886 -3.5013
C -2.3665 -0.4374 -4.8707
C 7.9449 -0.8746 0.0750
H -3.1261 3.1891 -3.1661
C 0.5421 1.0178 -3.6457
H -1.4058 2.5134 4.7995
H 1.3701 1.7432 -3.6751
C 5.4813 -1.4444 0.0675
H 7.7455 0.1963 0.1371
C 2.2351 3.4593 1.9109
C -0.6623 1.7007 -2.9535
H -6.6146 -4.0073 0.9861
H -1.2807 1.0061 2.8112
C -3.8299 2.3671 -3.3418
C 0.8055 -1.6772 2.4548
H -5.9932 -2.4280 0.4562
H -5.6273 -3.8800 -0.4894
H 6.6087 -4.0337 -0.0763
H -2.5739 -1.6194 -3.0442
C -3.5936 1.1830 -2.4054
C -3.2973 -4.4456 2.9607
H 2.4086 3.9865 0.9535
Br -0.1208 -2.4139 3.8315
H -2.2019 -1.2838 -5.5593
H -4.8389 2.7593 -3.1625
H -1.1841 2.4090 -3.6078
H -3.4415 -0.1863 -4.9050
H -3.7981 2.0765 -4.4011
H -1.7310 -3.0353 2.4887
H 1.1913 1.9417 0.8573
H -0.2394 2.2982 -2.1345
C 2.9690 -1.1327 0.7714
H 3.6617 0.1871 2.3976
C 9.2868 -1.2980 0.0446
H 0.2847 0.7473 -4.6721
H -2.8161 -4.9449 3.7881
C -2.2325 2.5320 4.0598

Atomic partial charges in e from the Mulliken method, atoms 1 to 2:
1 C -0.36
2 H -0.74



Record 6
Computed, not measured: a molecular structure, C32H33BCl2O2S at a distorted geometry, with wB97M-V/def2-TZVPD.

Calculated total energy (eV): -74373.213
Charge: 0
HOMO (Eh): -0.2888

Element x y z (Å)
C 3.9578 -1.5629 0.1699
C -4.4542 1.0542 0.3736
H -0.8435 1.6412 2.6756
H 1.7446 -0.2373 3.3479
H -3.8644 3.6727 1.5837
O -2.3357 0.0677 0.2902
H 6.4097 -0.2759 -3.7272
S -0.1655 -3.2697 3.0089
C 1.0978 -2.1224 2.5415
C 1.0564 0.3222 -1.3425
H -3.9635 -0.5796 2.3531
C 1.8235 -3.3424 0.5060
C 1.0735 -1.0737 3.4519
C 4.3266 -0.3578 -3.1193
H -2.1672 2.6623 3.2800
C -3.0719 3.5460 0.8265
C 3.7932 -2.6244 -0.7232
C 3.3123 1.7641 -2.5472
H -0.8574 3.4025 2.3661
H 0.9628 -3.9981 0.6188
H 0.1195 -0.5922 5.4155
H 4.5312 3.5231 -2.9232
H 1.2620 1.3224 -0.9613
C 4.4777 2.4342 -2.9434
C -0.5143 -2.4541 4.4812
H -3.7833 0.9665 3.2110
H 2.4497 2.3389 -2.2177
C -3.1915 -0.8093 -3.4602
H -0.3535 1.8000 -2.9153
H -2.2608 2.3386 -4.4399
H 4.2428 -1.4366 -3.2689
C -3.1151 0.9594 1.1130
C -2.2329 1.4009 -3.8896
H -2.4366 4.4404 0.8557
H -2.3551 -0.0618 2.8866
C 1.9833 -2.2825 1.4182
H -2.4444 -2.8546 5.3297
C 3.2179 0.3568 -2.5770
H 1.9281 -1.3637 -2.3214
H -4.8978 0.0462 0.3524
H -2.0404 -2.0599 -2.1467
H -1.1989 -4.0535 5.7282
C -1.4836 2.5014 2.4337
H 4.4964 -2.7688 -1.5453
H -0.2870 -1.1667 -0.5362
C -3.3105 0.2930 2.4769
C 0.1912 -1.2592 4.5536
C -1.1787 1.0950 -3.0315
C -1.2032 -0.0932 -2.2533
C -3.2716 0.4637 -4.0480
H 4.7896 -0.8635 0.0188
H -3.9662 -1.5457 -3.6795
Cl 7.0490 2.5043 -3.7633
H 3.0951 -0.4473 1.8066
C 3.0393 -1.3595 1.2022
C -2.1315 -1.0813 -2.5997
C -2.2537 2.3049 1.1282
B -1.3522 0.8345 -0.3150
H 2.5484 -4.2891 -1.2810
H -3.5359 3.4795 -0.1675
C 2.0116 -0.2998 -2.0811
Cl -4.7048 0.9295 -4.8856
H -4.2982 1.3775 -0.6684
C 5.5216 0.2865 -3.4277
H -1.1567 -2.4419 6.4880
O -1.2862 2.1380 0.0356
C 5.5949 1.6923 -3.3593
C -1.3817 -2.9869 5.5641
H -5.1654 1.7421 0.8438
C 2.7054 -3.5016 -0.5561
C -0.2979 -0.1860 -1.0144

Atomic partial charges in e from the Mulliken method, atoms 1 to 2:
1 C -0.77
2 C -1.95